20
Properties=species:S:1:pos:R:3 method="wB97M-V/def2-TZVPD" lumo_energy_ev=-3.6741 de_lowest_kcal_mol=89.01 total_charge=+1 homo_ev=-11.852
N -0.271 -3.114 0.410
N -1.882 -0.155 -0.545
N 0.090 -0.742 0.164
N 1.837 1.542 0.170
C 2.227 0.242 0.537
C 0.817 2.045 -0.196
C -0.654 0.284 -0.293
C 1.358 -0.772 0.589
C 0.114 3.241 -0.426
C -2.021 -1.443 -0.251
C -0.750 -1.830 0.186
H -0.882 3.369 0.113
H -2.656 0.344 -1.007
H -2.911 -1.926 -0.572
H -0.724 -3.955 0.178
H 1.707 -1.668 0.926
H 3.312 0.259 0.853
H 0.667 4.205 -0.225
H 0.042 3.435 -1.408
H 0.580 -3.361 0.796

=====

20
Properties=species:S:1:pos:R:3 method="wB97M-V/def2-TZVPD" lumo_energy_ev=-4.7212 de_lowest_kcal_mol=117.60 total_charge=+1 homo_ev=-13.655
N -0.564 -1.165 0.726
N -1.314 1.877 -0.129
N 1.831 -0.558 1.074
N -2.423 -2.241 0.846
C -2.258 -1.934 -0.483
C -1.095 -1.255 -0.643
C -1.475 -1.786 1.564
C 2.986 0.083 0.873
C -1.077 2.028 -1.344
C 2.886 1.041 -0.054
C 0.695 -0.757 0.840
H -1.259 1.194 -2.023
H -0.641 2.936 -1.650
H 2.029 1.231 -0.664
H -2.954 -2.212 -1.275
H -0.691 -0.722 -1.494
H -1.306 -1.787 2.614
H 3.804 1.443 -0.497
H 3.993 -0.117 1.333
H -1.166 2.701 0.388

=====

18
Properties=species:S:1:pos:R:3 method="wB97M-V/def2-TZVPD" lumo_energy_ev=0.8589 de_lowest_kcal_mol=143.74 homo_ev=-8.900
O -0.422 -0.669 1.173
N -2.611 -0.508 -0.444
C 1.359 -1.434 -0.203
C -0.191 -1.474 0.042
C -0.477 0.443 0.219
C 0.892 0.905 0.049
C 1.405 2.076 0.542
C 1.991 -0.263 -0.111
C -1.146 -0.355 -0.657
H 1.843 -2.354 -0.508
H -0.830 -0.355 -1.842
H -2.974 -0.287 0.658
H -0.819 -2.391 0.100
H 2.938 -0.128 -0.182
H 0.893 3.014 0.804
H -1.214 1.289 0.653
H -3.072 0.302 -0.694
H 2.437 2.188 0.401

=====

19
Properties=species:S:1:pos:R:3 method="wB97M-V/def2-TZVPD" smiles="c1ccncc1.CC(=O)O" lumo_energy_ev=0.7226 de_lowest_kcal_mol=47.73 homo_ev=-9.110
O -1.570 -0.745 -0.920
O -1.359 -0.274 1.359
N 0.447 0.204 -1.076
C 2.173 1.245 0.206
C 1.911 -1.193 0.288
C 0.985 1.245 -0.591
C -1.942 -0.163 0.117
C 0.923 -1.010 -0.671
C -3.067 0.699 0.256
C 2.633 -0.006 0.666
H -3.465 0.823 -0.780
H -0.688 -1.077 1.338
H 0.600 2.163 -0.900
H 2.325 -2.088 0.675
H -2.946 1.660 0.588
H 3.552 -0.066 1.258
H -3.790 0.048 0.816
H 0.480 -1.847 -1.188
H 2.544 2.209 0.582

=====

20
Properties=species:S:1:pos:R:3 method="wB97M-V/def2-TZVPD" lumo_energy_ev=5.8337 total_charge=-2 homo_ev=-0.085
S -3.422 -0.689 -1.320
O 4.263 -1.202 -1.024
O 3.734 -0.515 0.950
N 3.339 -0.822 -0.222
C -1.060 -0.927 1.259
C -3.454 -0.687 0.416
C -2.509 -0.887 1.402
C 1.047 0.862 -1.232
C -0.387 -0.694 0.181
C 0.752 1.899 -0.161
C 0.515 -0.538 -0.720
H 1.416 1.563 0.615
H -0.361 1.867 0.000
H -0.556 -1.233 2.097
H 2.148 0.617 -1.311
H -3.008 -0.870 2.503
H 0.906 2.823 -0.581
H 0.443 1.203 -2.059
H 0.747 -1.250 -1.427
H -4.553 -0.519 0.634

=====

21
Properties=species:S:1:pos:R:3 method="wB97M-V/def2-TZVPD" smiles="C=C(C(C)=O)C(C)=O.O=C=NO" lumo_energy_ev=-0.6767 de_lowest_kcal_mol=86.70 homo_ev=-9.777
O 1.896 0.918 -0.981
O -1.341 0.660 1.738
O 2.703 -3.099 0.167
O 2.164 -1.277 -2.855
N 2.715 -2.138 -1.953
C -1.840 -1.366 0.826
C -1.164 -0.086 0.803
C -0.263 0.179 -0.306
C 0.946 0.948 -0.197
C 2.627 -2.500 -0.814
C 1.116 1.915 1.021
C -0.486 -0.410 -1.534
H -2.014 -1.782 -0.188
H -1.324 -1.068 -1.818
H 3.005 -0.976 -3.273
H 0.305 1.800 1.732
H 0.184 -0.038 -2.361
H -1.258 -2.143 1.364
H 1.230 2.880 0.582
H 2.015 1.619 1.516
H -2.793 -1.249 1.450

=====

19
Properties=species:S:1:pos:R:3 method="wB97M-V/def2-TZVPD" lumo_energy_ev="0.5973 / -1.5276" de_lowest_kcal_mol=52.48 homo_ev="-9.676 / -9.524" s2=0.7544 multiplicity=2
O 0.787 -0.644 -2.758
O -1.918 -1.126 -0.422
O 0.182 -1.801 1.553
C 0.977 0.512 -2.070
C 1.304 0.223 0.494
C -0.357 -0.100 -1.894
C 0.082 -0.617 0.946
C 1.720 0.511 -0.763
C -0.800 -0.352 -0.448
C -0.624 -0.021 2.284
H 1.894 0.674 1.309
H 2.676 1.015 -0.859
H -1.135 0.195 -2.604
H -0.041 -0.255 3.206
H -1.549 -0.592 2.463
H -1.022 0.714 -0.285
H 1.093 1.388 -2.773
H -2.400 -0.785 0.365
H -0.868 1.060 2.257

=====

19
Properties=species:S:1:pos:R:3 method="wB97M-V/def2-TZVPD" lumo_energy_ev="-5.5783 / -5.5742" de_lowest_kcal_mol=65.49 total_charge=+1 homo_ev="-12.997 / -13.004"
O -2.765 -1.394 -0.919
O -1.453 0.718 0.753
O -4.727 -1.506 0.229
C -3.774 -1.453 -0.352
C -2.589 0.939 0.330
C -0.484 0.045 1.190
C 0.449 -0.766 0.331
C -2.980 2.184 -0.386
C 2.484 -1.855 -0.236
C 1.661 -1.179 0.679
H 3.576 -1.683 -0.208
H 2.058 -0.986 1.749
H 2.419 -2.901 -0.083
H 0.096 -0.978 -0.682
H -3.667 2.628 0.259
H -2.115 2.788 -0.605
H -0.137 0.015 2.279
H 2.007 -1.525 -1.080
H -3.513 1.711 -1.229

=====

23
Properties=species:S:1:pos:R:3 method="wB97M-V/def2-TZVPD" lumo_energy_ev=-9.2763 de_lowest_kcal_mol=0.00 total_charge=+2 homo_ev=-17.624
Zn -0.292 -0.110 -2.243
P 0.065 -0.183 1.395
O -2.320 -0.003 -5.002
O -0.113 2.997 -2.188
O -0.084 -3.216 -2.334
O 3.147 0.003 -2.773
O 0.297 -0.871 0.059
C -1.682 0.263 1.524
C -0.234 -2.080 -2.421
C -1.579 -0.008 -4.129
C 2.011 -0.034 -2.832
C 1.161 1.224 1.493
C -0.238 1.852 -2.134
C 0.397 -1.177 2.858
H 1.519 1.280 2.524
H 0.634 2.137 1.208
H 2.025 1.044 0.841
H -0.416 -1.904 3.003
H -2.316 -0.615 1.320
H 0.477 -0.546 3.770
H -1.910 1.070 0.819
H 1.355 -1.701 2.690
H -1.903 0.581 2.551

=====

272
Properties=species:S:1:pos:R:3 method="wB97M-V/def2-TZVPD" lumo_energy_ev=-0.7417 homo_ev=-4.188
P -1.972 -9.401 -18.964
P -7.334 -1.875 -16.970
P -5.532 -11.427 -26.629
P -5.897 -15.661 -18.351
F -0.426 -9.876 -13.587
F -7.284 -4.730 -24.263
F -16.706 -12.256 -14.854
F -8.268 -10.891 -22.306
F -1.762 -10.444 -14.992
F -2.170 -10.871 -12.939
F -9.105 -4.127 -23.215
F -15.456 -12.551 -16.280
F -7.161 -12.737 -21.799
F -16.563 -10.756 -16.180
F -6.390 -11.201 -23.059
F -8.880 -3.702 -25.315
O -5.201 -10.965 -20.258
O -9.631 -6.825 -23.695
O -15.032 -10.027 -13.709
O -13.830 -10.246 -15.728
O -2.799 -8.144 -12.252
O -7.439 -11.063 -19.496
O -3.832 -8.441 -14.242
O -10.482 -6.008 -25.583
C -15.856 -11.645 -15.506
C -3.007 -11.810 -31.424
C -4.620 -6.144 -18.667
C -4.843 -17.489 -16.448
C -4.130 -8.284 -24.134
C 0.478 -6.169 -16.125
C -4.952 -8.989 -25.165
C -6.778 -15.403 -23.764
C -3.936 -14.235 -13.970
C -5.268 -13.920 -25.244
C 0.855 -13.470 -19.671
C -7.343 -11.238 -26.193
C -11.129 -14.966 -17.935
C -3.930 -10.937 -30.625
C -0.033 -8.570 -16.857
C -3.710 -18.297 -17.155
C -6.527 -10.701 -20.607
C -4.448 -6.793 -24.018
C -7.361 -10.237 -18.250
C -2.544 -8.536 -13.549
C -7.054 -11.439 -21.924
C -4.569 -10.506 -25.339
C -5.826 -14.117 -17.341
C -8.207 -10.081 -26.654
C -6.504 -2.831 -19.523
C -8.209 -10.927 -17.249
C -8.751 -15.616 -18.399
C -2.788 -19.013 -16.149
C -6.492 -14.906 -25.168
C -5.771 -2.576 -20.829
C -5.230 -10.685 -28.302
C -8.594 -7.300 -22.799
C -4.740 0.370 -14.627
C -12.108 -1.048 -17.220
C -4.367 -15.576 -19.429
C -5.308 0.578 -13.166
C 0.220 -12.445 -18.676
C -14.675 -10.923 -14.768
C -5.716 -6.747 -19.542
C -1.750 -9.917 -13.733
C -2.046 -11.132 -18.276
C -4.738 -13.895 -16.299
C -4.318 -14.331 -20.334
C -0.510 -9.888 -21.340
C -5.785 -3.882 -21.629
C -5.127 -13.205 -26.590
C -9.442 -9.833 -25.815
C -9.307 -6.012 -24.806
C -7.410 -15.495 -19.283
C -4.037 -11.341 -29.097
C -3.343 -8.318 -18.299
C -9.138 -1.762 -17.433
C -5.340 -0.785 -15.343
C -8.519 -6.947 -16.461
C -4.814 -9.504 -13.938
C -5.166 -14.358 -14.833
C -6.023 -17.133 -17.335
C -2.982 -13.397 -22.296
C -6.988 -3.504 -16.185
C -0.452 -8.602 -18.353
C -3.302 -6.834 -18.669
C -11.638 -9.262 -16.199
C -9.231 -7.699 -21.506
C -9.990 -14.749 -18.945
C -8.614 -4.625 -24.381
C -12.426 -10.331 -15.387
C -11.543 -2.255 -16.487
C -1.860 -9.469 -20.804
C -3.228 -14.568 -21.391
C -1.323 -12.403 -18.946
C -6.105 -9.350 -14.667
C -7.639 -4.700 -16.805
C -7.534 -5.927 -15.888
C -10.020 -2.175 -16.211
C 1.068 -7.455 -16.712
C -10.372 -11.095 -25.837
C -6.271 -1.758 -18.444
C -6.846 -0.657 -15.629
C 0.963 -9.684 -23.463
C -0.502 -9.793 -22.912
H -3.024 -17.557 -17.567
H -4.086 -12.428 -29.165
H -2.315 -13.664 -23.117
H -4.704 -2.382 -20.727
H -6.067 -13.231 -17.929
H -3.065 -11.138 -28.648
H -1.945 -8.419 -21.080
H -6.738 -9.654 -20.826
H -6.792 -4.251 -21.827
H -3.066 -8.440 -24.307
H -5.927 -13.655 -14.493
H -9.557 -6.630 -16.568
H -5.612 -13.776 -27.382
H -7.071 -14.578 -23.115
H -0.972 -10.601 -23.472
H -5.464 -3.764 -22.664
H -7.550 -3.004 -19.776
H -3.213 -11.749 -32.493
H -7.878 -6.523 -22.530
H -0.294 -10.904 -21.008
H -6.079 -7.615 -18.992
H -4.903 -8.386 -26.072
H -4.097 -13.329 -19.965
H -5.457 -13.218 -24.432
H -11.896 -3.190 -16.922
H -0.355 -5.891 -16.770
H -7.343 -14.358 -25.571
H -3.674 0.151 -14.574
H -6.189 -10.840 -28.797
H -4.059 -6.246 -24.877
H 0.587 -11.430 -18.827
H -14.136 -11.787 -14.380
H -7.810 -12.203 -26.395
H -8.012 -10.503 -16.264
H -4.590 -12.827 -16.138
H -11.588 -0.917 -18.169
H 1.242 -5.392 -16.140
H -5.168 -4.660 -21.179
H -9.863 -6.912 -21.095
H -6.576 -8.444 -14.284
H -1.658 -13.377 -18.590
H -4.380 -10.976 -24.374
H -6.560 -6.107 -19.800
H -7.948 -5.816 -14.886
H -4.757 -0.833 -16.262
H -4.063 -13.274 -26.819
H -6.795 -14.211 -16.849
H -0.520 -7.590 -18.752
H -7.608 -9.172 -26.607
H -3.720 -9.868 -30.575
H -1.932 -7.791 -14.057
H -6.265 1.091 -13.076
H -2.912 -6.604 -19.661
H -9.781 -1.513 -15.378
H -3.549 -10.458 -25.721
H -7.394 -3.488 -15.173
H -8.718 -4.599 -16.920
H -2.345 -15.044 -20.964
H -5.041 -9.613 -28.268
H -6.763 -10.169 -14.375
H -5.478 -0.371 -12.656
H 0.356 -9.500 -16.441
H -4.034 -6.286 -23.146
H -4.461 -16.449 -20.075
H -4.232 -16.650 -16.114
H -9.783 -3.119 -15.721
H -5.983 -8.974 -24.812
H -12.101 -10.049 -14.386
H 1.893 -7.857 -16.124
H -9.328 -0.796 -17.900
H 1.056 -9.226 -24.447
H -4.029 -18.974 -17.948
H -7.186 -4.982 -17.755
H -4.361 -10.458 -14.207
H 0.279 -9.241 -20.956
H -9.807 -8.623 -21.549
H -4.925 -6.094 -17.621
H 0.388 -9.047 -18.886
H -5.176 -17.990 -15.539
H -11.919 -8.218 -16.066
H -6.247 -17.935 -18.037
H -3.757 -14.194 -16.670
H -8.475 -10.245 -27.698
H -7.457 -16.343 -19.968
H -2.349 -18.334 -15.419
H 1.619 -7.231 -17.624
H -1.964 -11.623 -31.168
H -3.408 -19.779 -15.682
H -5.865 -15.794 -23.315
H -8.479 -7.944 -16.023
H -3.117 -11.139 -18.477
H -3.553 -15.456 -21.933
H -1.920 -10.973 -17.205
H -12.103 -11.362 -15.533
H -5.931 -3.497 -15.920
H -7.859 -11.954 -17.140
H -4.472 -8.640 -23.162
H -4.917 1.291 -15.184
H -3.205 -12.877 -31.322
H 0.363 -14.417 -19.449
H -5.242 -1.843 -18.097
H -13.096 -1.296 -17.607
H -4.484 1.079 -12.658
H -10.578 -9.504 -16.114
H -10.291 -15.046 -19.950
H -7.279 -11.235 -25.105
H -3.148 -14.844 -14.414
H -2.725 -9.960 -21.248
H -7.924 -8.110 -23.087
H -9.651 -13.715 -18.995
H -7.562 -16.161 -23.789
H -12.176 -0.112 -16.666
H -11.825 -9.422 -17.261
H -2.637 -12.496 -21.790
H -5.043 -9.584 -12.875
H -3.568 -15.551 -18.688
H -7.425 -14.533 -19.794
H -1.942 -19.583 -16.533
H -5.291 -1.714 -14.775
H -7.040 0.354 -15.987
H -4.345 -14.450 -25.008
H -8.623 -15.399 -17.338
H -11.168 -15.969 -17.510
H -9.941 -11.901 -25.243
H -8.485 -7.989 -20.765
H -4.172 -8.858 -18.758
H -3.489 -8.454 -17.228
H -6.426 -0.804 -18.948
H 0.557 -13.123 -20.660
H -10.429 -11.255 -26.914
H -4.207 -14.761 -13.055
H -5.280 -14.167 -20.818
H -9.159 -16.627 -18.407
H -7.678 -9.202 -18.372
H -3.553 -13.218 -13.892
H -9.980 -9.021 -26.307
H -6.518 -6.306 -15.778
H -9.122 -9.393 -24.871
H -0.899 -8.330 -16.240
H -11.375 -10.868 -25.476
H -1.028 -8.915 -23.288
H -8.244 -7.010 -17.514
H -4.940 -11.091 -31.004
H -6.950 -17.066 -16.767
H 0.145 -6.258 -15.091
H -7.417 -0.953 -14.749
H 1.395 -10.685 -23.488
H -6.008 -9.280 -15.751
H -2.614 -6.301 -18.012
H 1.941 -13.531 -19.592
H -8.585 -6.563 -25.407
H -6.230 -1.685 -21.257
H -5.331 -7.118 -20.492
H -6.199 -15.712 -25.841
H -10.956 -14.250 -17.131
H 1.658 -9.261 -22.738
H -3.910 -13.120 -22.796
H -4.550 -5.082 -18.905
H 0.494 -12.729 -17.660
H -12.003 -2.255 -15.498
H -6.095 -3.740 -19.082
H -6.374 -10.129 -17.802
H -1.446 -12.498 -20.025
H -9.279 -10.957 -17.452
H -5.485 -6.457 -23.986
H -5.542 -15.381 -14.809
H -12.102 -14.686 -18.339
H -9.244 -2.512 -18.217